1.
C9F18 in the gas phase. Source: the OMol25 dataset; level of theory: ωB97M-V with the def2-TZVPD basis set.

Properties
net charge	0
E_LUMO	-1.779	eV
SMILES	FC(F)(F)C(=C(C(F)(F)C(F)(F)F)C(F)(C(F)(F)F)C(F)(F)F)C(F)(F)F
E_tot	-58247.035	eV
M	450.06	g/mol
HOMO level	-12.481	eV
largest force on an atom	3.08	eV/A
spin multiplicity	1
orbital gap	10.70	eV

Structure (XYZ):
```
27
Properties=species:S:1:pos:R:3:forces:R:3:lowdin_charge:R:1
F -0.845 1.823 -1.838 0.378 -0.241 0.506 0.147
C 0.112 1.903 -0.888 -0.181 0.671 -0.854 -0.499
F -0.266 2.951 -0.099 0.634 -1.200 -0.458 0.149
F 1.271 2.239 -1.531 -1.177 -0.515 1.078 0.148
C 0.208 0.581 -0.064 0.235 -2.202 -1.088 0.150
C -0.210 -0.682 -0.538 1.436 2.656 0.502 0.112
C -0.427 -0.936 -2.078 0.699 0.436 -1.048 -0.300
F 0.449 -0.162 -2.851 -1.568 -0.113 1.342 0.105
F 0.004 -2.167 -2.403 -0.438 -0.371 0.727 0.138
C -1.935 -0.796 -2.639 -2.251 -0.511 -0.679 -0.440
F -2.817 -0.313 -1.716 1.500 0.049 -0.570 0.134
F -2.501 -2.009 -2.993 1.563 1.249 0.464 0.121
F -2.004 -0.030 -3.744 0.521 -0.440 1.161 0.165
C -0.185 -1.915 0.429 -1.010 0.629 0.231 -0.178
F -0.304 -1.420 1.703 0.147 -0.037 -0.195 0.096
C -1.491 -2.816 0.346 -0.064 -1.151 -0.686 -0.440
F -1.613 -3.475 -0.845 0.026 0.898 1.448 0.144
F -2.583 -2.013 0.493 1.396 -1.245 0.205 0.163
F -1.418 -3.787 1.321 -0.390 1.772 -1.206 0.155
C 1.148 -2.715 0.355 1.915 -1.016 0.903 -0.450
F 1.048 -3.788 -0.446 -0.176 0.476 0.960 0.172
F 1.560 -3.121 1.648 -1.069 0.724 -2.796 0.119
F 2.151 -1.967 -0.165 -0.865 -0.371 0.610 0.157
C 0.965 0.866 1.281 1.074 0.026 0.861 -0.536
F 0.076 1.142 2.229 -0.062 -0.144 0.114 0.176
F 1.797 1.924 1.195 -0.843 0.387 -0.889 0.152
F 1.848 -0.065 1.738 -1.431 -0.415 -0.644 0.141
```
Positions in Å, forces in eV/Å.



2.
C9H10 in the gas phase. Source: the OMol25 dataset; level of theory: ωB97M-V with the def2-TZVPD basis set.

Properties
ΔE to the lowest compared entry with this formula, charge and spin	3.558	eV
net charge	0
E_LUMO	0.881	eV
SMILES	C#CCC(=C)CC#CC
E_tot	-9489.865	eV
M	118.18	g/mol
HOMO level	-8.999	eV
largest force on an atom	3.42	eV/A
spin multiplicity	1
orbital gap	9.88	eV

Structure (XYZ):
```
19
Properties=species:S:1:pos:R:3:forces:R:3:lowdin_charge:R:1
C 0.301 -2.852 -0.766 -0.244 -1.432 0.811 0.104
C 0.748 -1.737 -0.686 -0.294 -0.388 -1.059 -0.156
C 1.459 -0.486 -1.002 -1.719 0.166 -0.628 -0.186
C 1.727 0.312 0.191 -0.461 2.757 1.977 -0.322
C 2.823 1.040 0.385 0.364 -0.729 -0.226 0.051
C 0.544 0.534 1.184 0.772 -0.202 -0.458 -0.155
C -0.775 0.480 0.563 -1.003 -1.690 0.522 -0.062
C -1.939 0.303 0.287 1.002 1.242 -0.409 -0.089
C -3.318 0.424 -0.157 -1.353 -0.242 1.488 -0.121
H -0.017 -3.912 -0.654 0.309 1.651 -0.265 0.049
H 2.386 -0.862 -1.378 0.640 0.418 -0.944 0.114
H 0.829 0.186 -1.710 1.151 -1.444 0.741 0.170
H 3.167 1.566 1.239 -0.978 0.650 1.191 0.054
H 3.645 1.108 -0.273 0.669 -0.698 -1.375 0.046
H 0.461 1.533 1.599 1.171 0.337 0.198 0.113
H 0.770 -0.144 2.024 -0.960 -0.060 -0.212 0.132
H -3.573 -0.440 -0.775 -0.287 0.010 0.241 0.066
H -3.525 1.321 -0.765 0.292 -0.233 0.444 0.077
H -3.979 0.454 0.814 0.929 -0.115 -2.037 0.115
```
Positions in Å, forces in eV/Å.